1.
Computed, not measured: 5 unconnected molecules or ions with the total composition C32H57N5O6 at a distorted geometry, with ωB97M-V with the def2-TZVPD basis set.

Its LUMO energy is 0.300 eV. The calculation puts the total energy at -1978.35766 a.u. As for the SMILES: CCOC(=O)CCC[C@]1(CCCN)OC(=O)O[C@@H]1CCCCO.CCCC#N.CCCC#N.CCCC#N.CCCC#N. Its energy above the lowest of the compared OMol25 structures with the same formula, charge and spin is 238.0 kcal/mol. The value obtained for the highest occupied orbital energy is -0.3308 hartree.

Element x y z (Å)
C1 -6.093 4.193 1.148
C2 -5.302 3.182 0.101
O1 -3.882 3.526 -0.104
C3 -3.253 2.607 -1.103
O2 -3.965 1.878 -1.974
C4 -1.598 2.378 -1.169
C5 -1.298 1.097 -0.175
C6 0.146 0.362 -0.423
C7 0.484 -0.856 0.630
C8 -0.182 -0.664 2.148
C9 0.393 0.721 2.883
C10 1.379 0.369 4.176
N1 2.294 1.540 4.481
O3 1.942 -0.784 0.978
C11 2.421 -2.096 1.524
O4 3.517 -2.375 2.241
O5 1.308 -3.012 1.106
C12 0.385 -2.430 0.076
C13 1.173 -2.822 -1.309
C14 0.455 -3.989 -2.210
C15 -0.049 -5.304 -1.367
C16 1.156 -6.180 -0.672
O6 1.154 -6.053 0.822
H1 -5.562 5.237 1.269
H2 -7.167 4.425 0.684
H3 -6.325 3.679 2.198
H4 -5.337 2.101 0.604
H5 -5.946 3.192 -0.897
H6 -1.202 2.243 -2.266
H7 -1.143 3.356 -0.660
H8 -1.478 1.479 0.922
H9 -2.132 0.281 -0.393
H10 0.209 0.053 -1.558
H11 0.977 1.206 -0.273
H12 -1.364 -0.613 2.028
H13 0.031 -1.565 2.864
H14 -0.516 1.352 3.330
H15 0.955 1.394 2.098
H16 0.658 0.135 5.077
H17 2.018 -0.584 3.921
H18 2.948 1.678 3.674
H19 1.725 2.415 4.563
H20 -0.706 -2.863 0.010
H21 1.205 -1.840 -1.979
H22 2.309 -3.090 -1.099
H23 1.225 -4.303 -3.052
H24 -0.481 -3.522 -2.763
H25 -0.899 -5.018 -0.604
H26 -0.564 -6.030 -2.161
H27 2.221 -5.985 -1.136
H28 0.932 -7.335 -0.870
H29 1.129 -6.987 1.214
C17 -2.570 5.317 -4.701
C18 -1.209 5.983 -4.551
C19 -0.063 5.142 -5.113
C20 0.122 3.886 -4.375
N2 0.263 2.891 -3.795
H30 -2.624 4.381 -4.136
H31 -3.356 5.978 -4.322
H32 -2.787 5.098 -5.751
H33 -1.031 6.205 -3.492
H34 -1.231 6.944 -5.079
H35 0.863 5.726 -5.058
H36 -0.241 4.930 -6.173
C21 -4.538 -3.418 5.359
C22 -4.031 -3.348 3.924
C23 -2.535 -3.052 3.828
C24 -2.196 -1.719 4.344
N3 -1.928 -0.668 4.757
H37 -4.422 -2.459 5.873
H38 -5.601 -3.675 5.371
H39 -3.998 -4.182 5.929
H40 -4.604 -2.589 3.377
H41 -4.230 -4.311 3.438
H42 -2.230 -3.114 2.777
H43 -1.967 -3.817 4.369
C25 5.828 -2.206 4.664
C26 5.083 -2.278 5.991
C27 4.899 -0.913 6.652
C28 6.178 -0.307 7.046
N4 7.190 0.174 7.350
H44 6.849 -1.834 4.796
H45 5.893 -3.202 4.215
H46 5.310 -1.549 3.959
H47 5.616 -2.958 6.667
H48 4.094 -2.717 5.811
H49 4.275 -1.035 7.545
H50 4.359 -0.240 5.977
C29 0.674 1.541 -6.922
C30 1.181 1.611 -8.357
C31 2.677 1.907 -8.453
C32 3.016 3.240 -7.938
N5 3.283 4.292 -7.524
H51 0.790 2.500 -6.408
H52 -0.390 1.284 -6.910
H53 1.214 0.777 -6.352
H54 0.608 2.370 -8.904
H55 0.982 0.648 -8.844
H56 2.982 1.845 -9.504
H57 3.245 1.142 -7.912

Atom charges from the Löwdin analysis, given in e for atoms 1 to 99: C -0.11; C -0.24; O -0.11; C -0.24; O -0.05; C -0.10; C -0.19; C -0.09; C -0.28; C -0.13; C -0.18; C -0.27; N -0.05; O -0.05; C -0.21; O 0.02; O -0.08; C -0.14; C -0.13; C -0.21; C -0.18; C -0.22; O -0.16; H 0.08; H 0.08; H 0.09; H 0.14; H 0.13; H 0.08; H 0.13; H 0.12; H 0.13; H 0.12; H 0.14; H 0.11; H 0.11; H 0.11; H 0.11; H 0.11; H 0.11; H 0.07; H 0.07; H 0.17; H 0.12; H 0.14; H 0.12; H 0.12; H 0.11; H 0.12; H 0.13; H 0.12; H 0.10; C -0.10; C -0.26; C -0.19; C -0.21; N 0.16; H 0.07; H 0.08; H 0.08; H 0.11; H 0.11; H 0.12; H 0.12; C -0.11; C -0.27; C -0.19; C -0.23; N 0.18; H 0.07; H 0.07; H 0.08; H 0.11; H 0.11; H 0.11; H 0.13; C -0.12; C -0.27; C -0.20; C -0.23; N 0.13; H 0.07; H 0.07; H 0.06; H 0.11; H 0.11; H 0.12; H 0.11; C -0.11; C -0.27; C -0.20; C -0.23; N 0.14; H 0.03; H 0.08; H 0.08; H 0.11; H 0.11; H 0.12

***

2.
Computed, not measured: a molecular structure, C39H38N2O4S2Se2W at a distorted geometry, with ωB97M-V with the def2-TZVPD basis set.

Its LUMO energy is -8.138 eV. The calculation puts the total energy at -7585.16784 a.u. Its energy above the lowest of the compared OMol25 structures with the same formula, charge and spin is 16.5 kcal/mol. Its total charge is +2. The value obtained for the highest occupied orbital energy is -0.5059 hartree.

Element x y z (Å)
W1 -1.366 0.752 1.003
C1 -1.085 3.899 -1.220
Se1 -1.935 2.163 -1.195
C2 -3.711 2.898 -0.836
C3 -4.762 1.929 -0.317
Se2 -3.988 0.225 0.140
C4 -5.265 -0.388 1.452
H1 -1.150 4.359 -0.238
H2 -1.659 4.448 -1.964
H3 -0.054 3.765 -1.527
H4 -3.987 3.339 -1.791
H5 -3.513 3.687 -0.117
H6 -5.524 1.715 -1.062
H7 -5.233 2.338 0.573
H8 -6.176 -0.577 0.893
H9 -5.413 0.355 2.231
H10 -4.871 -1.313 1.863
S1 -2.106 2.801 2.054
C5 -3.108 2.307 3.375
C6 -3.938 3.320 3.962
N1 -4.614 4.152 4.378
C7 -3.096 1.034 3.813
S2 -2.141 -0.192 3.048
C8 -3.868 0.592 4.939
N2 -4.479 0.200 5.831
C9 3.448 -1.801 -3.103
C10 2.224 -0.942 -2.951
C11 1.739 -0.322 -4.244
O1 2.495 0.065 -1.974
C12 1.302 0.413 -1.337
C13 0.348 -0.850 -1.620
O2 1.179 -1.707 -2.347
C14 -0.388 -1.744 -0.582
O3 -1.316 -0.788 0.093
C15 0.479 -2.418 0.467
C16 1.152 -3.577 0.082
C17 1.929 -4.268 0.998
C18 2.024 -3.829 2.314
C19 1.354 -2.682 2.706
C20 0.595 -1.985 1.778
C21 -1.323 -2.752 -1.233
C22 -2.133 -3.487 -0.364
C23 -3.080 -4.367 -0.853
C24 -3.229 -4.527 -2.228
C25 -2.424 -3.807 -3.094
C26 -1.473 -2.914 -2.603
C27 1.664 1.049 0.045
O4 0.357 1.082 0.803
C28 2.038 2.521 -0.126
C29 3.021 2.853 -1.058
C30 3.416 4.174 -1.209
C31 2.854 5.176 -0.426
C32 1.894 4.845 0.517
C33 1.486 3.524 0.665
C34 2.664 0.335 0.935
C35 2.973 0.931 2.160
C36 3.884 0.345 3.021
C37 4.526 -0.832 2.653
C38 4.224 -1.428 1.439
C39 3.285 -0.861 0.588
H11 4.319 -1.164 -3.251
H12 3.347 -2.457 -3.968
H13 3.594 -2.410 -2.212
H14 2.551 0.228 -4.718
H15 0.911 0.371 -4.075
H16 1.404 -1.104 -4.925
H17 0.828 1.238 -1.885
H18 -0.460 -0.457 -2.248
H19 1.052 -3.945 -0.931
H20 2.444 -5.169 0.688
H21 2.614 -4.385 3.031
H22 1.425 -2.325 3.725
H23 0.114 -1.084 2.127
H24 -1.997 -3.392 0.708
H25 -3.686 -4.947 -0.169
H26 -3.963 -5.220 -2.618
H27 -2.524 -3.940 -4.163
H28 -0.842 -2.384 -3.301
H29 3.487 2.082 -1.657
H30 4.180 4.419 -1.935
H31 3.178 6.203 -0.540
H32 1.471 5.613 1.154
H33 0.757 3.293 1.432
H34 2.508 1.865 2.448
H35 4.112 0.821 3.965
H36 5.260 -1.278 3.311
H37 4.713 -2.348 1.147
H38 3.055 -1.358 -0.340

For each atom in turn, the Löwdin charge in e is: W 1.13; C -0.28; Se 1.00; C -0.48; C -0.46; Se 1.00; C -0.29; H 0.03; H 0.06; H 0.04; H 0.09; H 0.05; H 0.09; H 0.09; H 0.05; H 0.04; H 0.04; S 0.70; C -0.66; C -0.23; N 0.23; C -0.68; S 0.77; C -0.24; N 0.24; C 0.05; C -0.55; C 0.04; O -0.03; C -0.16; C -0.17; O -0.01; C -0.25; O -0.41; C -0.16; C -0.01; C -0.04; C -0.05; C -0.05; C -0.07; C -0.17; C -0.03; C -0.05; C -0.06; C -0.05; C 0.00; C -0.22; O -0.32; C -0.17; C 0.00; C -0.04; C -0.05; C -0.06; C -0.08; C -0.14; C -0.01; C -0.04; C -0.05; C -0.05; C -0.01; H 0.11; H 0.11; H 0.09; H 0.11; H 0.09; H 0.11; H 0.13; H 0.14; H 0.13; H 0.12; H 0.12; H 0.12; H 0.02; H 0.13; H 0.11; H 0.12; H 0.12; H 0.11; H 0.13; H 0.12; H 0.12; H 0.12; H 0.08; H 0.12; H 0.12; H 0.12; H 0.12; H 0.10

***

3.
Computed, not measured: a single C4H7N3 molecule, with ωB97M-V with the def2-TZVPD basis set.

Its LUMO energy is 1.104 eV. The calculation puts the total energy at -320.86589 a.u. As for the SMILES: CNc1cc[nH]n1. Its energy above the lowest of the compared OMol25 structures with the same formula, charge and spin is 10.9 kcal/mol. The value obtained for the highest occupied orbital energy is -0.3081 hartree.

Element x y z (Å)
C1 2.168 0.428 0.231
N1 1.268 -0.110 -0.785
C2 -0.088 -0.125 -0.421
C3 -0.699 -0.907 0.590
C4 -2.031 -0.574 0.524
N2 -2.148 0.334 -0.469
N3 -0.972 0.634 -1.053
H1 2.206 -0.254 1.085
H2 3.179 0.491 -0.186
H3 1.864 1.422 0.599
H4 1.350 0.419 -1.645
H5 -0.225 -1.626 1.240
H6 -2.888 -0.918 1.088
H7 -2.983 0.788 -0.796

For each atom in turn, the Löwdin charge in e is: C -0.12; N -0.05; C -0.40; C -0.03; C -0.11; N -0.05; N 0.08; H 0.07; H 0.08; H 0.08; H 0.11; H 0.10; H 0.11; H 0.14

***

4.
Computed, not measured: a single C4H10N2O molecule at a distorted geometry, with ωB97M-V with the def2-TZVPD basis set.

Its LUMO energy is 0.943 eV. The calculation puts the total energy at -343.06609 a.u. As for the SMILES: NCNCCC=O. Its energy above the lowest of the compared OMol25 structures with the same formula, charge and spin is 84.9 kcal/mol. The value obtained for the highest occupied orbital energy is -0.3042 hartree.

Element x y z (Å)
N1 -1.500 2.414 -0.909
C1 -1.407 1.264 0.025
N2 -0.699 0.166 -0.626
C2 0.727 -0.171 -0.279
C3 0.603 -1.405 0.675
C4 1.821 -2.088 0.816
O1 2.654 -2.190 -0.027
H1 -1.250 2.309 -1.804
H2 -0.896 3.292 -0.720
H3 -2.429 0.915 0.200
H4 -0.928 1.555 1.000
H5 -0.973 -0.426 -1.311
H6 1.304 -0.355 -1.239
H7 0.953 0.739 0.376
H8 0.057 -1.163 1.665
H9 -0.053 -2.253 0.385
H10 2.017 -2.605 1.773

For each atom in turn, the Löwdin charge in e is: N -0.01; C -0.28; N -0.10; C -0.15; C -0.19; C -0.36; O 0.06; H -0.02; H 0.10; H 0.10; H 0.12; H 0.06; H 0.13; H 0.13; H 0.15; H 0.14; H 0.12

***

5.
Computed, not measured: a molecular structure, C12H12ClN6O4PtS at a distorted geometry, with ωB97M-V with the def2-TZVPD basis set.

Its LUMO energy (spin up / spin down) is -5.958 / -5.951 eV. The calculation puts the total energy at -2071.12364 a.u. Its total charge is +1. The value obtained for the highest occupied orbital energy (spin up / spin down) is -0.4301 / -0.4301 hartree.

Element x y z (Å)
Pt1 -2.007 0.204 0.443
O1 1.425 -1.289 1.655
Cl1 0.065 -1.288 2.007
O2 -0.221 -2.038 3.144
O3 -0.355 0.094 2.210
O4 -0.703 -1.773 0.872
N1 -5.711 2.117 3.957
C1 -5.775 0.790 4.139
N2 -6.523 0.288 5.120
N3 -5.146 -0.074 3.377
C2 -4.350 0.049 2.419
N4 -3.653 -0.011 1.484
H1 -6.147 2.760 4.598
H2 -5.127 2.496 3.230
H3 -7.073 0.861 5.734
H4 -6.598 -0.712 5.201
S1 3.047 1.322 -3.609
C3 1.692 1.017 -2.480
C4 1.688 1.582 -1.213
C5 0.589 1.375 -0.397
N5 -0.466 0.659 -0.788
C6 -0.456 0.109 -2.004
C7 0.598 0.263 -2.885
C8 4.040 -0.130 -3.223
C9 3.854 -1.320 -3.906
C10 4.730 -2.362 -3.627
N6 5.701 -2.239 -2.751
C11 5.868 -1.122 -2.083
C12 5.051 -0.016 -2.283
H5 2.512 2.188 -0.872
H6 0.564 1.792 0.601
H7 -1.328 -0.469 -2.285
H8 0.547 -0.174 -3.869
H9 3.087 -1.445 -4.652
H10 4.661 -3.309 -4.143
H11 6.690 -1.092 -1.382
H12 5.229 0.897 -1.738

For each atom in turn, the Löwdin charge in e is: Pt 1.17; O -0.27; Cl 0.63; O -0.25; O -0.43; O -0.41; N 0.21; C -0.45; N 0.21; N 0.16; C -0.28; N -0.04; H 0.13; H 0.12; H 0.13; H 0.14; S 1.00; C -0.48; C -0.02; C -0.09; N -0.14; C -0.09; C -0.03; C -0.51; C -0.07; C -0.13; N 0.07; C -0.13; C -0.07; H 0.12; H 0.12; H 0.13; H 0.12; H 0.10; H 0.11; H 0.11; H 0.10